Record 1
Computed, not measured: a 20-piece molecular cluster, C25H91BClN38O21 overall at a distorted geometry, with ωB97M-V/def2-TZVPD.

Structure (XYZ):
```
177
Properties=species:S:1:pos:R:3:lowdin_charge:R:1
O -0.886 -1.197 -3.183 -0.11
C -0.015 -1.250 -2.040 -0.24
C 0.715 -2.574 -1.929 -0.20
C 1.683 -2.538 -0.738 -0.23
C 2.916 -1.626 -0.972 -0.19
B 3.050 -0.313 0.010 -0.88
Cl 4.899 -0.088 0.655 0.32
C 2.570 1.105 -0.633 -0.24
C 3.025 1.417 -2.064 -0.27
O 3.811 2.634 -2.137 -0.12
H -0.562 -0.478 -3.752 0.04
H 0.745 -0.468 -2.135 0.11
H -0.587 -1.068 -1.121 0.12
H -0.009 -3.390 -1.817 0.09
H 1.281 -2.731 -2.854 0.11
H 1.135 -2.215 0.148 0.06
H 2.003 -3.572 -0.546 0.09
H 2.944 -1.371 -2.039 0.08
H 3.800 -2.251 -0.812 0.05
H 2.390 -0.510 1.018 0.04
H 2.930 1.939 -0.017 0.04
H 1.474 1.150 -0.575 0.08
H 2.176 1.603 -2.726 0.10
H 3.635 0.609 -2.478 0.10
H 4.488 2.532 -1.456 0.06
C 6.259 -4.224 -2.202 -0.69
O 5.513 -3.644 -2.969 0.02
N 6.806 -5.449 -2.501 0.14
N 6.591 -3.737 -0.970 0.16
H 7.417 -5.937 -1.875 0.08
H 6.582 -5.880 -3.381 0.05
H 6.192 -2.857 -0.684 0.08
H 7.194 -4.227 -0.338 0.09
C 3.402 -6.791 0.997 -0.69
O 4.464 -6.907 1.586 0.01
N 2.200 -6.981 1.624 0.15
N 3.330 -6.466 -0.326 0.16
H 1.312 -6.867 1.173 0.07
H 2.225 -7.201 2.602 0.10
H 4.196 -6.286 -0.803 0.09
H 2.471 -6.370 -0.833 0.09
C 0.824 -1.939 3.561 -0.66
O 0.846 -2.298 2.394 0.01
N -0.209 -2.231 4.409 0.16
N 1.862 -1.223 4.054 0.18
H -0.243 -1.954 5.373 0.10
H -0.961 -2.763 4.015 0.07
H 2.590 -1.016 3.389 0.09
H 1.939 -0.894 5.001 0.06
C 0.714 2.904 2.367 -0.65
O 0.741 2.557 3.548 -0.01
N 1.882 3.120 1.700 0.16
N -0.436 3.099 1.683 0.18
H 1.972 3.411 0.744 0.10
H 2.713 2.939 2.233 0.07
H -1.297 2.927 2.168 0.11
H -0.458 3.356 0.714 0.10
C 4.374 2.331 5.196 -0.70
O 5.522 1.901 5.282 -0.02
N 3.531 1.974 4.193 0.19
N 3.856 3.190 6.120 0.17
H 2.558 2.277 4.129 0.06
H 3.887 1.335 3.497 0.10
H 4.433 3.450 6.898 0.10
H 2.929 3.572 6.049 0.10
C -4.237 1.034 -2.328 -0.66
O -5.449 1.181 -2.163 -0.02
N -3.581 -0.129 -2.153 0.19
N -3.456 2.087 -2.715 0.16
H -2.588 -0.227 -2.318 0.07
H -4.104 -0.936 -1.867 0.11
H -3.906 2.972 -2.844 0.09
H -2.468 2.004 -2.869 0.10
C -7.435 1.960 1.103 -0.69
O -6.423 1.445 1.557 0.01
N -7.777 1.834 -0.213 0.16
N -8.299 2.680 1.872 0.15
H -8.616 2.222 -0.601 0.09
H -7.148 1.328 -0.816 0.05
H -8.089 2.798 2.845 0.08
H -9.135 3.108 1.524 0.08
C -8.187 -2.117 -1.055 -0.69
O -8.930 -3.065 -1.260 0.00
N -7.879 -1.683 0.203 0.16
N -7.604 -1.408 -2.066 0.16
H -7.274 -0.901 0.395 0.07
H -8.285 -2.184 0.970 0.10
H -7.799 -1.691 -3.007 0.10
H -6.991 -0.626 -1.911 0.05
C -1.868 -5.088 1.095 -0.68
O -2.757 -5.919 1.003 0.01
N -1.951 -3.982 1.887 0.16
N -0.691 -5.181 0.399 0.16
H -1.200 -3.312 1.946 0.06
H -2.795 -3.844 2.411 0.10
H -0.595 -5.959 -0.226 0.09
H 0.041 -4.491 0.460 0.08
C 2.918 6.595 3.847 -0.68
O 1.993 7.166 3.297 0.02
N 3.320 5.335 3.568 0.17
N 3.658 7.221 4.839 0.13
H 4.102 4.895 4.017 0.06
H 2.829 4.829 2.851 0.07
H 3.385 8.151 5.095 0.09
H 4.410 6.771 5.327 0.08
C 0.211 -0.568 -6.449 -0.66
O 0.136 0.134 -5.447 0.00
N 1.422 -0.963 -6.947 0.16
N -0.866 -1.019 -7.132 0.17
H 1.501 -1.569 -7.743 0.07
H 2.243 -0.663 -6.455 0.10
H -1.777 -0.752 -6.800 0.07
H -0.775 -1.600 -7.946 0.05
C 3.628 -1.379 7.238 -0.68
O 2.424 -1.241 7.414 0.00
N 4.345 -2.343 7.890 0.15
N 4.331 -0.615 6.361 0.17
H 5.326 -2.489 7.749 0.09
H 3.845 -2.935 8.526 0.10
H 3.832 0.094 5.859 0.06
H 5.311 -0.725 6.175 0.10
C -3.929 1.589 -7.831 -0.67
O -3.208 0.884 -7.156 0.04
N -4.415 2.783 -7.374 0.15
N -4.313 1.247 -9.103 0.14
H -5.010 3.384 -7.910 0.09
H -4.148 3.054 -6.445 0.10
H -3.969 0.377 -9.464 0.10
H -4.907 1.816 -9.675 0.09
C 0.111 -4.337 -9.236 -0.65
O 0.042 -3.292 -8.611 0.02
N 0.196 -5.541 -8.604 0.16
N 0.108 -4.376 -10.602 0.15
H 0.253 -6.417 -9.086 0.09
H 0.198 -5.529 -7.600 0.11
H 0.048 -3.500 -11.086 0.10
H 0.163 -5.226 -11.131 0.09
C -9.953 4.618 4.791 -0.67
O -9.827 4.220 3.639 0.00
N -11.067 4.382 5.526 0.16
N -8.960 5.334 5.404 0.15
H -11.181 4.717 6.464 0.09
H -11.807 3.838 5.099 0.05
H -8.128 5.516 4.875 0.10
H -9.025 5.670 6.346 0.09
C 6.565 -8.711 -5.001 -0.67
O 6.879 -7.645 -4.505 0.03
N 6.258 -9.805 -4.242 0.15
N 6.493 -8.891 -6.355 0.15
H 5.993 -10.691 -4.628 0.09
H 6.294 -9.696 -3.245 0.11
H 6.708 -8.099 -6.931 0.10
H 6.234 -9.757 -6.786 0.09
C 6.977 4.402 2.499 -0.67
O 5.806 4.749 2.462 0.01
N 7.439 3.493 3.400 0.18
N 7.909 4.935 1.651 0.15
H 8.396 3.199 3.439 0.10
H 6.773 3.064 4.029 0.07
H 7.601 5.578 0.943 0.11
H 8.880 4.691 1.688 0.10
C 7.312 8.935 2.647 -0.69
O 8.312 9.086 1.963 0.01
N 6.740 7.720 2.856 0.17
N 6.688 9.992 3.258 0.14
H 5.912 7.578 3.407 0.07
H 7.155 6.928 2.399 0.05
H 7.083 10.902 3.118 0.10
H 5.858 9.894 3.811 0.08
C -14.182 2.823 3.903 -0.66
O -13.319 2.786 4.767 0.01
N -15.481 2.500 4.164 0.15
N -13.896 3.184 2.622 0.16
H -16.203 2.515 3.470 0.09
H -15.706 2.225 5.102 0.10
H -12.940 3.414 2.414 0.11
H -14.580 3.217 1.890 0.10
```

Its total charge is -1. For the HOMO energy, the calculation gives -5.281 eV. The multiplicity is 1. As for the HOMO-LUMO gap: 6.77 eV. The calculation puts the molecular weight at 1306.5 g/mol.

=====

Record 2
Computed, not measured: C46H52N8RuS5 as an isolated structure at a distorted geometry, with ωB97M-V/def2-TZVPD.

Structure (XYZ):
```
112
Properties=species:S:1:pos:R:3:lowdin_charge:R:1
Ru -0.067 -0.104 -0.229 0.87
C 1.698 -2.608 -0.182 -0.14
C 0.640 -2.812 -1.259 -0.17
N -0.585 -2.053 -0.912 -0.21
C -1.545 -2.721 -0.001 -0.22
C -1.106 -2.736 1.454 -0.36
S -0.468 -1.101 1.949 0.97
C 1.234 -1.430 2.516 -0.37
C 2.255 -0.879 1.538 -0.24
N 1.807 -1.162 0.163 -0.18
H 2.656 -2.991 -0.539 0.14
H 1.468 -3.160 0.724 0.10
H 0.433 -3.872 -1.420 0.14
H 1.004 -2.398 -2.195 0.08
H -1.108 -1.859 -1.764 0.11
H -1.739 -3.744 -0.334 0.14
H -2.478 -2.164 -0.092 0.12
H -0.361 -3.496 1.684 0.08
H -1.973 -2.950 2.079 0.10
H 1.317 -2.498 2.709 0.09
H 1.352 -0.936 3.479 0.09
H 3.251 -1.277 1.752 0.14
H 2.290 0.206 1.633 0.09
H 2.471 -0.735 -0.471 0.08
N 0.198 1.544 0.898 -0.42
S -0.576 2.562 1.654 0.80
N -1.226 3.838 0.863 -0.36
S -2.703 3.888 0.360 0.91
N -3.297 2.642 -0.348 -0.35
S -2.517 1.753 -1.487 0.79
N -1.812 0.533 -1.046 -0.43
C -3.868 1.287 -2.523 -0.34
C -5.171 1.687 -2.268 -0.06
C -6.178 1.261 -3.124 -0.04
C -5.874 0.462 -4.215 -0.04
C -4.560 0.077 -4.463 -0.04
C -3.546 0.485 -3.615 -0.07
C -1.650 2.981 -2.462 -0.32
C -0.362 3.336 -2.083 -0.15
C 0.288 4.351 -2.765 -0.06
C -0.338 5.001 -3.820 -0.04
C -1.629 4.647 -4.186 -0.03
C -2.295 3.642 -3.501 -0.04
C -3.870 4.227 1.642 -0.32
C -4.999 3.449 1.826 -0.06
C -5.890 3.815 2.827 -0.04
C -5.643 4.932 3.611 -0.03
C -4.500 5.701 3.409 -0.03
C -3.604 5.355 2.416 -0.05
C -2.758 5.360 -0.614 -0.32
C -3.986 5.632 -1.211 -0.05
C -4.126 6.803 -1.931 -0.03
C -3.053 7.684 -2.037 -0.03
C -1.839 7.396 -1.433 -0.04
C -1.678 6.221 -0.709 -0.06
C -1.905 1.981 2.701 -0.33
C -2.758 0.989 2.229 -0.16
C -3.811 0.571 3.027 -0.06
C -4.012 1.141 4.277 -0.04
C -3.170 2.147 4.729 -0.03
C -2.112 2.577 3.941 -0.04
C 0.513 3.409 2.760 -0.33
C 0.494 4.790 2.898 -0.06
C 1.360 5.384 3.806 -0.04
C 2.215 4.603 4.568 -0.03
C 2.219 3.220 4.426 -0.04
C 1.370 2.616 3.516 -0.07
H -5.396 2.312 -1.416 0.09
H -7.202 1.559 -2.939 0.12
H -6.663 0.134 -4.878 0.12
H -4.330 -0.542 -5.319 0.12
H -2.519 0.194 -3.798 0.11
H 0.103 2.840 -1.243 0.03
H 1.280 4.664 -2.460 0.11
H 0.177 5.790 -4.354 0.12
H -2.122 5.156 -5.003 0.12
H -3.303 3.374 -3.789 0.12
H -5.177 2.581 1.207 0.11
H -6.783 3.227 2.988 0.12
H -6.348 5.214 4.381 0.12
H -4.318 6.576 4.018 0.12
H -2.721 5.958 2.237 0.12
H -4.820 4.947 -1.108 0.12
H -5.072 7.038 -2.400 0.12
H -3.171 8.606 -2.591 0.12
H -1.013 8.090 -1.516 0.12
H -0.739 5.981 -0.231 0.11
H -2.622 0.569 1.242 0.05
H -4.482 -0.199 2.669 0.12
H -4.832 0.806 4.899 0.12
H -3.328 2.595 5.700 0.13
H -1.455 3.355 4.304 0.12
H -0.182 5.390 2.307 0.09
H 1.361 6.460 3.921 0.12
H 2.882 5.072 5.280 0.12
H 2.882 2.616 5.031 0.12
H 1.363 1.541 3.393 0.09
S 0.770 0.295 -2.387 0.75
C 2.455 0.757 -2.276 -0.71
N 3.344 0.081 -2.993 0.04
C 4.754 0.481 -3.135 -0.13
C 5.192 1.203 -1.873 -0.14
C 4.214 2.317 -1.543 -0.13
N 2.847 1.778 -1.534 0.06
H 2.972 -0.636 -3.598 0.14
H 4.862 1.115 -4.017 0.14
H 5.337 -0.422 -3.297 0.14
H 6.186 1.622 -2.019 0.13
H 5.250 0.498 -1.041 0.12
H 4.271 3.119 -2.282 0.14
H 4.413 2.744 -0.563 0.13
H 2.114 2.287 -1.066 0.10
```

As for the expectation value of S²: 0.755. Its total charge is +3. The relative energy (zero: lowest compared OMol25 entry of this formula, charge and spin) comes out at 36.3 kJ/mol. For the HOMO energy (spin up / spin down), the calculation gives -15.215 / -15.233 eV. The multiplicity is 2. As for the HOMO-LUMO gap (spin up / spin down): 8.38 / 7.13 eV. The calculation puts the molecular weight at 978.4 g/mol.

=====

Record 3
Computed, not measured: an isolated ion of composition C28H22N and charge +1 at a distorted geometry, with ωB97M-V/def2-TZVPD.

Structure (XYZ):
```
51
Properties=species:S:1:pos:R:3:lowdin_charge:R:1
C 3.492 0.607 2.121 -0.04
C 2.655 1.832 2.303 -0.19
C 3.235 2.825 3.118 -0.03
C 2.584 4.030 3.358 -0.04
C 1.302 4.202 2.853 -0.03
C 0.704 3.221 2.039 -0.20
C -0.667 3.552 1.543 -0.03
C 1.382 2.028 1.700 -0.11
N 0.767 1.068 0.830 0.30
C 0.101 0.317 0.191 0.21
H 2.981 -0.189 1.574 0.07
H 4.427 0.868 1.600 0.10
H 3.809 0.222 3.105 0.10
H 4.228 2.671 3.561 0.13
H 3.070 4.832 3.910 0.12
H 0.758 5.129 3.072 0.13
H -1.145 2.732 1.000 0.07
H -1.306 3.843 2.395 0.10
H -0.616 4.445 0.896 0.10
C -0.433 -0.745 -0.651 -0.21
C 0.659 -1.170 -1.674 -0.15
C 1.217 -0.181 -2.491 -0.06
C 2.183 -0.486 -3.462 -0.05
C 2.621 -1.807 -3.605 -0.07
C 2.069 -2.827 -2.811 -0.04
C 1.017 -2.506 -1.910 -0.01
C -1.007 -1.851 0.262 -0.12
C -2.404 -1.730 0.323 -0.11
C -3.160 -2.639 1.044 0.00
C -2.537 -3.636 1.794 -0.05
C -1.155 -3.791 1.705 -0.04
C -0.388 -2.900 0.909 -0.02
C -2.855 -0.774 -0.691 -0.11
C -1.738 -0.287 -1.389 -0.08
C -1.904 0.272 -2.646 0.00
C -3.201 0.647 -3.063 -0.04
C -4.320 0.201 -2.344 -0.05
C -4.141 -0.562 -1.186 0.00
H 0.855 0.842 -2.388 0.12
H 2.575 0.319 -4.087 0.11
H 3.400 -2.054 -4.323 0.11
H 2.418 -3.873 -2.896 0.12
H 0.439 -3.306 -1.411 0.12
H -4.235 -2.554 1.043 0.12
H -3.133 -4.282 2.434 0.12
H -0.611 -4.588 2.212 0.11
H 0.685 -3.019 0.735 0.12
H -1.044 0.353 -3.313 0.11
H -3.309 1.247 -3.969 0.11
H -5.338 0.435 -2.666 0.12
H -4.984 -0.984 -0.653 0.11
```

The structure (SMILES) is Cc1cccc(C)c1[N+]#CC1(c2ccccc2)c2ccccc2-c2ccccc21. Its total charge is +1. The relative energy (zero: lowest compared OMol25 entry of this formula, charge and spin) comes out at 68.7 kJ/mol. For the HOMO energy, the calculation gives -11.243 eV. The multiplicity is 1. As for the HOMO-LUMO gap: 7.74 eV. The calculation puts the molecular weight at 372.5 g/mol.

=====

Record 4
Computed, not measured: a 3-piece molecular cluster, C5H17NO2 overall at a distorted geometry, with ωB97M-V/def2-TZVPD.

Structure (XYZ):
```
25
Properties=species:S:1:pos:R:3:lowdin_charge:R:1
C -0.228 1.179 -1.884 -0.12
N 0.275 0.337 -0.806 -0.11
C -1.331 -1.422 2.128 -0.11
C -0.214 -1.070 1.152 -0.22
C -0.440 0.310 0.472 -0.42
C 0.027 1.408 1.408 -0.06
H 0.521 1.969 -2.004 0.08
H -1.143 1.668 -1.573 0.08
H -0.342 0.658 -2.833 0.06
H 1.278 0.315 -0.694 0.06
H -1.620 -0.633 2.825 0.06
H -1.137 -2.334 2.698 0.07
H -2.262 -1.614 1.600 0.07
H 0.782 -1.088 1.613 0.11
H -0.262 -1.829 0.371 0.09
H -1.496 0.334 0.253 0.13
H -0.185 2.371 0.946 0.07
H -0.529 1.329 2.345 0.07
H 1.113 1.430 1.546 0.08
H -1.544 -0.768 -2.478 0.00
H -0.768 -1.838 -1.826 0.03
O -1.686 -1.612 -2.032 -0.07
H 4.268 0.753 -0.733 0.05
H 3.534 -0.235 -1.614 0.05
O 3.388 0.383 -0.878 -0.06
```

The structure (SMILES) is CC[C@@H](C)NC.O.O. Its total charge is 0. The relative energy (zero: lowest compared OMol25 entry of this formula, charge and spin) comes out at 83.4 kJ/mol. For the HOMO energy, the calculation gives -8.123 eV. The multiplicity is 1. As for the HOMO-LUMO gap: 8.59 eV. The calculation puts the molecular weight at 123.2 g/mol.

=====

Record 5
Computed, not measured: a 2-piece molecular cluster, C5H13NOSi overall at a distorted geometry, with ωB97M-V/def2-TZVPD.

Structure (XYZ):
```
21
Properties=species:S:1:pos:R:3:lowdin_charge:R:1
C 1.787 1.041 0.349 -0.55
C 2.159 2.503 0.147 -0.05
C 2.597 0.100 -0.487 -0.07
C -1.816 0.401 -1.222 -0.21
C -2.427 -1.282 1.336 -0.18
N 0.744 0.810 0.946 0.23
O 0.111 -1.475 -0.154 -0.17
Si -1.413 -1.269 -0.337 0.40
H 1.535 2.649 -0.716 0.07
H 3.204 2.542 -0.026 0.06
H 1.820 3.119 1.054 0.11
H 2.617 0.505 -1.582 0.12
H 2.123 -0.952 -0.598 0.08
H 3.635 -0.059 -0.201 0.07
H -2.974 0.587 -1.297 0.07
H -1.480 1.286 -0.718 -0.01
H -1.291 0.356 -2.142 -0.01
H -2.139 -0.443 1.939 0.02
H -3.471 -1.251 1.212 0.00
H -2.029 -2.202 1.713 0.00
H -1.863 -2.357 -1.291 0.03
```

As for the expectation value of S²: 2.015. Its total charge is 0. The relative energy (zero: lowest compared OMol25 entry of this formula, charge and spin) comes out at 0.0 kJ/mol. For the HOMO energy (spin up / spin down), the calculation gives -9.107 / -9.688 eV. The multiplicity is 3. As for the HOMO-LUMO gap (spin up / spin down): 10.01 / 6.85 eV. The calculation puts the molecular weight at 131.3 g/mol.

=====

Record 6
Computed, not measured: one molecule with the formula C5H8O, with ωB97M-V/def2-TZVPD.

Structure (XYZ):
```
14
Properties=species:S:1:pos:R:3:lowdin_charge:R:1
O -1.815 0.324 0.701 -0.04
C -0.919 0.134 -0.379 -0.37
C 0.251 1.136 -0.240 -0.14
C 1.378 0.301 0.307 -0.10
C 1.051 -0.988 0.385 -0.09
C -0.276 -1.265 -0.267 -0.13
H -1.629 1.207 1.049 0.08
H -1.458 0.245 -1.330 0.14
H -0.046 1.928 0.483 0.11
H 0.496 1.676 -1.161 0.11
H 2.334 0.722 0.598 0.10
H 1.660 -1.759 0.846 0.10
H -0.111 -1.691 -1.266 0.12
H -0.916 -1.969 0.274 0.11
```

The structure (SMILES) is OC1CC=CC1. Its total charge is 0. The relative energy (zero: lowest compared OMol25 entry of this formula, charge and spin) comes out at 83.7 kJ/mol. For the HOMO energy, the calculation gives -9.330 eV. The multiplicity is 1. As for the HOMO-LUMO gap: 10.39 eV. The calculation puts the molecular weight at 84.1 g/mol.